(1)
A molecular structure, C17H21AsN3OPd. Source: OMol25; level of theory: wB97M-V/def2-TZVPD.

Output
⟨S²⟩: 2.006
Energy above the lowest of the compared OMol25 structures with the same formula, charge and spin, kcal/mol: 0.0
Kohn-Sham gap (alpha / beta), eV: 7.6 / 5.9

The geometry in ORCA input format:
```
! wB97M-V def2-TZVPD RIJCOSX def2/J DEFGRID3
* xyz 1 3
Pd -1.464 0.650 -0.084
C 1.862 1.800 -2.556
C 0.741 1.698 -1.579
N 0.294 0.585 -1.137
N 0.773 -0.632 -1.490
C -0.086 -1.590 -1.122
O -1.227 -1.414 -0.597
C 0.386 -2.985 -1.327
C 1.662 -3.252 -1.820
C 2.078 -4.563 -1.982
C 1.224 -5.609 -1.656
C -0.049 -5.347 -1.170
C -0.469 -4.036 -1.007
C 0.039 2.924 -1.064
C 0.531 4.181 -1.340
C -0.170 5.299 -0.898
C -1.343 5.124 -0.198
C -1.775 3.827 0.049
N -1.109 2.755 -0.368
H 2.193 0.801 -2.823
H 2.702 2.347 -2.123
H 1.548 2.328 -3.458
H 2.317 -2.430 -2.071
H 3.069 -4.770 -2.364
H 1.552 -6.633 -1.785
H -0.716 -6.162 -0.924
H -1.462 -3.816 -0.641
H 1.451 4.292 -1.896
H 0.202 6.293 -1.109
H -1.927 5.963 0.150
H -2.689 3.637 0.597
C -1.851 1.092 3.790
As -1.133 0.108 2.299
C 0.771 0.387 2.492
C -1.324 -1.742 2.791
H -1.289 0.799 4.676
H -2.904 0.856 3.926
H -1.737 2.160 3.619
H 1.106 0.067 3.478
H 0.996 1.443 2.353
H 1.284 -0.192 1.725
H -0.802 -1.890 3.735
H -0.880 -2.354 2.009
H -2.375 -2.002 2.898
*
```

(2)
A molecular structure, C17H21AuClN3O7 at a distorted geometry. Source: OMol25; level of theory: wB97M-V/def2-TZVPD.

Output
Energy above the lowest of the compared OMol25 structures with the same formula, charge and spin, kcal/mol: 4.5
Kohn-Sham gap (alpha / beta), eV: 4.2 / 4.2

The geometry in ORCA input format:
```
! wB97M-V def2-TZVPD RIJCOSX def2/J DEFGRID3
* xyz 0 1
Au 0.409 0.402 -0.050
C -0.367 0.699 -4.079
C -1.040 1.385 -2.875
O -2.251 1.542 -2.890
O -0.225 1.774 -1.994
H -1.119 0.137 -4.621
H 0.436 0.051 -3.737
H 0.050 1.480 -4.712
O 1.865 -1.568 -3.225
Cl 1.743 -1.539 -1.825
O 2.372 -2.630 -1.212
O 2.305 -0.296 -1.320
O 0.340 -1.498 -1.457
N -4.793 1.889 -1.667
C -5.127 1.452 -0.444
O -6.218 1.619 0.065
C -4.043 0.682 0.272
C -4.409 -0.358 1.122
C -3.420 -1.119 1.723
C -2.096 -0.816 1.459
N -1.750 0.218 0.704
C -2.688 0.955 0.130
H -5.516 2.313 -2.227
H -3.894 1.714 -2.108
H -5.457 -0.566 1.283
H -3.663 -1.942 2.376
H -1.287 -1.405 1.864
H -2.348 1.801 -0.445
C 1.688 4.648 -1.819
N 1.395 4.081 -0.537
C 0.025 3.937 -0.237
C 2.310 3.061 -0.086
C 2.023 2.569 1.308
C 2.597 3.214 2.401
C 2.351 2.775 3.689
C 1.526 1.685 3.899
C 0.951 1.041 2.814
C 1.197 1.471 1.523
H 1.127 5.574 -1.941
H 1.406 3.964 -2.628
H 2.752 4.861 -1.906
H -0.523 4.829 -0.536
H -0.117 3.730 0.822
H -0.387 3.070 -0.820
H 3.319 3.481 -0.136
H 2.271 2.196 -0.768
H 3.237 4.070 2.241
H 2.791 3.288 4.531
H 1.315 1.332 4.896
H 0.307 0.194 2.990
*
```

(3)
A molecular structure, C17H21BCrN6O3S at a distorted geometry. Source: OMol25; level of theory: wB97M-V/def2-TZVPD.

Output
⟨S²⟩: 6.012
Energy above the lowest of the compared OMol25 structures with the same formula, charge and spin, kcal/mol: 27.4
Kohn-Sham gap (alpha / beta), eV: 8.8 / 8.4

The geometry in ORCA input format:
```
! wB97M-V def2-TZVPD RIJCOSX def2/J DEFGRID3
* xyz 0 5
H -0.058 -2.861 -2.327
N 0.893 -0.940 -2.327
B 2.532 1.029 -3.232
N 1.863 -0.384 -3.184
C 2.053 -1.204 -4.229
Cr -0.517 -0.017 -1.008
H 2.639 -0.821 -5.049
C 1.335 -2.368 -4.022
H 1.338 -3.222 -4.675
C 0.619 -2.175 -2.830
H 2.986 1.235 -4.332
C 0.339 1.525 3.759
H -0.005 2.421 4.284
H -0.415 1.212 3.035
H 1.273 1.762 3.245
N 3.757 1.238 -2.181
N 1.324 1.943 -2.955
N 3.380 0.929 -0.895
N 0.341 1.698 -1.995
C 5.081 1.607 -2.138
C 0.975 3.012 -3.687
H 5.683 1.871 -2.981
H 1.542 3.251 -4.570
C 5.489 1.549 -0.756
C -0.170 3.565 -3.136
C 4.371 1.076 -0.055
C -0.559 2.700 -2.111
H 6.418 1.791 -0.307
H -0.655 4.469 -3.447
H 4.257 0.826 1.021
H -1.416 2.724 -1.449
H 0.520 0.772 4.465
C -3.731 -3.054 5.306
C -3.447 -2.305 4.051
C -3.707 -0.937 3.951
C -3.516 -0.267 2.741
C -3.130 -1.021 1.625
C -2.771 -2.356 1.746
C -2.941 -2.995 2.956
S -2.677 -0.298 0.079
O -3.866 -0.128 -0.717
O -1.736 0.835 0.425
O -1.789 -1.451 -0.505
H -3.164 -2.665 6.155
H -4.796 -2.981 5.542
H -3.478 -4.105 5.160
H -4.028 -0.400 4.847
H -3.575 0.820 2.690
H -2.214 -2.869 0.971
H -2.647 -4.040 3.047
*
```